Entry 1:
Molecular formula: C4H5NO2
Method: DFT, the ωB97M-V functional and the def2-TZVPD basis

Results
SMILES string ... O=C[C@H]1CN=CO1
HOMO level ... -9.91 eV
ΔE to the lowest compared entry with this formula, charge and spin ... 1.222 eV
Kohn-Sham gap ... 10.6 eV

Structure (ORCA input):
```
! wB97M-V def2-TZVPD RIJCOSX def2/J DEFGRID3
* xyz 0 1
O -2.353 0.419 0.842
C -1.684 -0.265 0.108
C -0.397 0.232 -0.534
C 0.564 0.925 0.449
N 1.590 -0.099 0.723
C 1.403 -1.006 -0.133
O 0.350 -0.896 -1.004
H -1.967 -1.304 -0.161
H -0.666 0.851 -1.395
H 1.062 1.786 0.005
H 0.072 1.247 1.369
H 2.013 -1.888 -0.275
*
```



Entry 2:
Molecular formula: ClH2PS3
Method: DFT, the ωB97M-V functional and the def2-TZVPD basis

Results
HOMO level ... -9.61 eV
ΔE to the lowest compared entry with this formula, charge and spin ... 0.408 eV
Kohn-Sham gap ... 8.5 eV

Structure (ORCA input):
```
! wB97M-V def2-TZVPD RIJCOSX def2/J DEFGRID3
* xyz 0 1
P 0.002 0.944 -0.422
S -1.769 1.299 -1.103
S 1.721 0.924 -1.321
S 0.139 0.762 1.674
Cl -0.130 -2.243 -0.267
H -1.406 -2.160 -0.203
H 1.443 0.473 1.642
*
```



Entry 3:
Molecular formula: C29H39AgBCl2N7O2S2
Method: DFT, the ωB97M-V functional and the def2-TZVPD basis

Results
HOMO level ... -2.59 eV
ΔE to the lowest compared entry with this formula, charge and spin ... 0.061 eV
Kohn-Sham gap ... 6.7 eV

Structure (ORCA input):
```
! wB97M-V def2-TZVPD RIJCOSX def2/J DEFGRID3
* xyz -2 1
Ag -1.251 0.120 0.563
C -3.940 1.602 -1.784
C -4.301 0.229 -2.345
C -5.127 -0.559 -1.325
C -3.079 -0.553 -2.741
C -2.957 -1.539 -3.741
C -1.646 -1.958 -3.639
N -1.060 -1.264 -2.650
N -1.933 -0.403 -2.095
B 0.367 -1.478 -2.091
N 1.001 -0.128 -1.706
C 2.010 0.485 -2.348
C 2.242 1.704 -1.747
C 1.301 1.755 -0.703
N 0.567 0.649 -0.690
C 1.070 2.887 0.260
C 1.190 2.456 1.723
C -0.284 3.553 -0.005
N 0.325 -2.449 -0.897
C 1.024 -3.583 -0.725
C 0.681 -4.122 0.497
C -0.257 -3.215 1.024
N -0.465 -2.223 0.168
C -0.986 -3.227 2.334
C -0.042 -3.548 3.491
C -2.171 -4.192 2.304
H -4.846 2.173 -1.563
H -3.370 1.496 -0.859
H -3.328 2.169 -2.488
H -4.906 0.364 -3.250
H -4.548 -0.690 -0.409
H -6.046 -0.025 -1.068
H -5.392 -1.546 -1.710
H -3.707 -1.876 -4.439
H -1.086 -2.688 -4.201
H 1.047 -1.985 -2.955
H 2.497 0.004 -3.180
H 2.997 2.425 -2.021
H 1.860 3.617 0.058
H 0.436 1.704 1.967
H 2.168 2.018 1.930
H 1.049 3.316 2.382
H -1.099 2.852 0.196
H -0.413 4.428 0.639
H -0.367 3.871 -1.047
H 1.725 -3.909 -1.475
H 1.079 -5.013 0.954
H -1.373 -2.214 2.472
H 0.363 -4.560 3.394
H 0.799 -2.854 3.507
H -0.568 -3.486 4.447
H -1.829 -5.221 2.155
H -2.732 -4.150 3.241
H -2.849 -3.942 1.486
Cl 6.264 6.006 -0.714
C 5.329 4.500 -0.949
Cl 4.895 3.808 0.647
C 6.106 3.437 -1.802
O 7.223 3.105 -1.390
O 5.434 3.041 -2.773
H 4.398 4.781 -1.426
C -4.961 0.940 3.796
C -4.070 1.956 3.475
C -3.029 1.721 2.582
C -2.811 0.480 1.958
C -3.734 -0.517 2.319
C -4.783 -0.306 3.208
H -5.776 1.115 4.489
H -4.187 2.939 3.924
H -2.358 2.548 2.363
H -3.637 -1.510 1.885
H -5.465 -1.119 3.444
S 2.897 -1.193 1.802
C 4.001 -0.900 0.615
N 4.617 0.256 0.357
C 5.380 0.372 -0.879
C 5.863 -1.041 -1.174
S 4.551 -2.125 -0.531
H 4.272 1.087 0.816
H 6.208 1.071 -0.760
H 4.743 0.741 -1.683
H 6.794 -1.265 -0.653
H 5.998 -1.203 -2.241
*
```



Entry 4:
Molecular formula: C33H31FeO3P
Method: DFT, the ωB97M-V functional and the def2-TZVPD basis

Results
HOMO level (alpha / beta) ... 1.97 / -1.14 eV
Kohn-Sham gap (alpha / beta) ... 2.7 / 5.8 eV

Structure (ORCA input):
```
! wB97M-V def2-TZVPD RIJCOSX def2/J DEFGRID3
* xyz -2 5
C 4.073 -1.238 2.485
C 3.249 -1.871 1.384
O 2.085 -1.003 1.201
C 1.238 -1.351 0.179
C 0.045 -0.342 0.058
P -1.306 -1.514 -0.387
C -1.152 -3.305 0.126
C -0.575 -3.609 1.352
C -0.439 -4.909 1.844
C -0.881 -5.977 1.062
C -1.400 -5.720 -0.206
C -1.520 -4.403 -0.657
C -2.828 -1.113 0.539
C -2.795 -0.995 1.931
C -3.979 -0.991 2.690
C -5.230 -1.069 2.049
C -5.276 -1.092 0.640
C -4.082 -1.110 -0.109
O -1.577 -1.401 -1.865
O 1.456 -2.280 -0.562
H 4.810 -1.966 2.814
H 4.601 -0.386 2.031
H 3.495 -0.851 3.342
H 3.790 -1.895 0.442
H 2.890 -2.890 1.547
H -0.027 0.089 1.052
H -0.274 -2.786 1.982
H -0.059 -5.088 2.843
H -0.792 -6.998 1.402
H -1.775 -6.532 -0.827
H -1.950 -4.161 -1.614
H -1.822 -0.980 2.438
H -3.913 -0.989 3.786
H -6.163 -1.143 2.630
H -6.252 -1.163 0.122
H -4.112 -1.182 -1.206
C 4.140 4.124 -2.569
C 2.857 4.039 -3.286
C 2.563 2.632 -3.524
C 3.663 1.853 -2.965
C 4.627 2.764 -2.346
Fe 2.844 3.000 -1.586
C 3.342 2.354 0.249
C 2.687 3.659 0.238
C 1.399 3.485 -0.413
C 1.234 2.040 -0.756
C -0.010 1.178 -0.858
C -1.361 1.903 -0.607
C -2.388 1.931 -1.574
C -3.712 2.133 -1.195
C -4.047 2.358 0.150
C -3.014 2.542 1.092
C -1.679 2.448 0.665
C 2.474 1.421 -0.414
H 4.688 5.036 -2.311
H 2.292 4.886 -3.701
H 1.677 2.205 -4.010
H 3.797 0.772 -3.062
H 5.567 2.489 -1.849
H 4.249 2.055 0.757
H 3.093 4.529 0.758
H 0.618 4.216 -0.518
H -0.016 0.442 -1.668
H -2.147 1.710 -2.630
H -4.474 1.954 -1.958
H -5.090 2.316 0.478
H -3.218 2.671 2.168
H -0.844 2.693 1.329
H 2.633 0.375 -0.622
*
```



Entry 5:
Molecular formula: C6H13BrN3O
Method: DFT, the ωB97M-V functional and the def2-TZVPD basis

Results
SMILES string ... C[C@@H](Br)CNC1=[NH+]COCN1
HOMO level ... -13.86 eV
ΔE to the lowest compared entry with this formula, charge and spin ... 3.868 eV
Kohn-Sham gap ... 8.6 eV

Structure (ORCA input):
```
! wB97M-V def2-TZVPD RIJCOSX def2/J DEFGRID3
* xyz 1 1
C -0.951 -2.036 2.012
C -0.190 -1.674 0.584
Br 1.059 -3.162 -0.030
C -1.247 -1.309 -0.637
N -0.534 -0.493 -1.712
C -0.043 0.762 -1.412
N 1.465 0.957 -1.626
C 2.055 1.520 -0.334
O 1.361 2.779 0.006
C -0.054 2.457 0.358
N -0.845 1.918 -0.851
H -1.252 -3.162 2.120
H -0.174 -1.746 2.862
H -1.841 -1.276 2.113
H 0.543 -0.769 0.846
H -1.566 -2.352 -1.120
H -2.190 -0.702 -0.261
H -0.353 -0.841 -2.699
H 1.859 -0.018 -1.697
H 3.183 1.790 -0.593
H 2.100 0.749 0.546
H -0.662 3.405 0.721
H 0.014 1.660 1.229
H -1.734 1.544 -0.426
*
```



| no. | DFT total energy (eV) |
| --- | --- |
| 1 | -9813.093 |
| 2 | -54350.432 |
| 3 | -96628.468 |
| 4 | -84535.374 |
| 5 | -82982.229 |